Entry 1:
DFT (ωB97M-V/def2-TZVPD) results for a structure of composition CdH52O26 at a distorted geometry.

Structure (XYZ):
```
79
Properties=species:S:1:pos:R:3:forces:R:3
Cd 0.2344 0.1626 0.0771 -0.2390 -0.0470 1.5959
O 2.1954 -1.6522 -3.9570 -0.8813 -0.4071 -0.1258
H 2.5094 -0.8169 -3.6109 0.1873 0.1050 0.0077
H 2.8963 -1.9505 -4.5366 0.2322 -0.2812 -0.1162
O 2.2252 -4.3589 0.5734 0.1017 -0.0765 0.8673
H 1.5867 -5.0520 0.7414 -0.0336 -0.2722 0.1009
H 1.9114 -3.9314 -0.2234 0.1596 0.2159 -0.4128
O 0.5175 1.8719 1.0514 0.8407 2.5249 0.8333
H 0.6467 1.9223 1.9985 -0.2439 0.1227 1.0398
H 0.3875 2.7800 0.7783 -0.0578 0.7072 -0.3127
O 3.9475 3.5460 -0.9126 0.1575 -0.2433 -0.1029
H 3.3329 3.8883 -1.5617 -0.0301 0.1340 -0.1496
H 3.4615 3.5654 -0.0883 -0.1282 0.0613 0.2955
O -2.1917 -0.4236 -3.4055 0.2104 0.2853 0.1419
H -2.5947 -1.2699 -3.2114 -0.0676 -0.2013 0.3062
H -2.1990 -0.3678 -4.3610 -0.0023 0.2429 -0.3621
O -4.4111 1.9998 -1.6306 0.3736 0.3462 -0.3911
H -5.2702 2.2125 -1.2661 -0.2463 0.1635 -0.0564
H -4.0189 1.4064 -0.9900 -0.1606 -0.0426 0.2526
O 2.8064 -1.3654 3.6961 -0.1768 0.1685 -0.2678
H 3.2177 -1.1662 4.5372 0.1892 0.2112 0.2654
H 2.4750 -2.2578 3.7964 0.0537 -0.3779 -0.0989
O 4.3973 -1.5192 -2.0829 0.1620 -0.3460 -0.1954
H 4.8007 -1.2508 -1.2574 0.1908 -0.0914 0.3662
H 3.8703 -0.7657 -2.3486 0.2147 -0.1496 0.0801
O 0.5511 4.5594 0.7236 0.0903 -0.1879 -0.1452
H 0.4090 4.7430 1.6522 0.0928 0.2262 0.2713
H 0.1337 5.2903 0.2678 -0.1434 0.2639 -0.1963
O -0.6388 -2.5507 3.8558 0.0028 0.2908 -0.3443
H -0.4059 -2.2171 4.7222 -0.0623 0.1900 0.4167
H -0.1094 -3.3415 3.7529 0.1428 -0.3942 -0.1468
O 0.0735 2.6250 3.5419 1.1231 0.1881 -0.2881
H -0.6929 2.2589 3.9833 -0.8041 -0.2014 0.3727
H -0.1277 3.5557 3.4441 -0.0924 0.1558 0.2382
O -2.7788 -2.5770 -1.6140 0.1742 0.3214 0.0440
H -3.3077 -2.9017 -0.8853 -0.2266 -0.1536 0.3093
H -2.7451 -3.3084 -2.2306 0.0634 -0.4323 -0.2381
O -3.5694 0.0004 2.8774 -0.1219 0.5807 -0.2044
H -3.9711 -0.8653 2.9519 0.0654 -1.0720 0.4479
H -4.3089 0.6081 2.8685 -0.3417 0.3304 -0.1777
O -2.3602 2.9229 -3.4423 0.8804 -0.0614 -0.4267
H -2.0830 3.6330 -2.8634 -0.1649 0.2526 0.1206
H -2.9253 2.3755 -2.8970 -0.6177 -0.1284 0.2240
O -4.2579 -0.2517 -0.2396 0.1832 -0.3720 0.2265
H -4.8954 -0.7199 0.2995 -0.2221 -0.0570 0.3300
H -4.3386 -0.6495 -1.1065 -0.0479 -0.0977 -0.5697
O 0.6755 -0.7224 1.8805 0.6497 -0.9246 2.2669
H 1.5061 -0.6048 2.3416 0.7179 -0.1058 0.4505
H 0.1018 -1.1408 2.5223 -0.3725 -0.4839 0.3370
O -0.0804 -1.6612 -0.6743 -1.1089 -2.9677 -1.0198
H -0.9426 -2.0468 -0.8295 -0.5992 -0.2057 -0.1820
H 0.5362 -2.3005 -1.0312 0.5585 -0.6650 -0.1405
O -2.3546 1.8871 4.3865 0.0834 0.3586 0.2133
H -2.7935 1.1873 3.9028 0.0216 -0.6044 -0.0967
H -3.0504 2.2958 4.9014 0.0112 0.2646 0.3509
O -0.1603 0.8189 -1.7193 -0.8714 1.5885 -3.8683
H -0.7549 0.5387 -2.4151 -0.7926 -0.5978 -0.4989
H 0.2156 1.6385 -2.0405 0.3125 0.8662 -0.2859
O 1.0410 2.8450 -3.1211 0.2040 -0.3362 0.1767
H 0.4159 2.8129 -3.8453 -0.4812 0.0569 -0.4507
H 1.1463 3.7783 -2.9362 0.1105 0.3188 0.0511
O 1.4948 -3.5055 -1.8418 -0.4979 -0.1223 0.1095
H 1.4246 -4.3258 -2.3300 0.0182 -0.3560 -0.0617
H 1.5446 -2.8282 -2.5163 0.7283 0.6231 -0.9089
O 2.1738 0.0540 -0.5989 1.9897 -0.1243 -0.6729
H 2.4746 0.3243 -1.4665 0.1553 0.2982 -0.2941
H 2.9751 -0.1725 -0.1269 0.6980 -0.4064 0.6404
O -1.7497 0.1359 0.8518 -1.0604 -0.0637 0.1972
H -2.1640 0.1953 1.7126 -0.3959 0.0609 0.4967
H -2.4792 0.0306 0.2411 -0.6704 -0.1611 -0.1261
O 4.4722 -0.6603 0.7693 -0.0517 0.2181 -0.2178
H 5.0805 0.0630 0.9210 0.2423 0.3464 0.0451
H 4.7263 -1.3257 1.4087 -0.1248 -0.4156 0.2156
O -3.4589 -2.7412 3.2175 -0.5446 0.2809 -0.4888
H -2.5592 -2.5377 2.9620 0.4915 -0.0908 0.1428
H -3.3687 -3.2960 3.9923 -0.0697 -0.1384 0.2452
O 3.1875 0.7205 -3.0175 -0.2537 0.2860 -0.2829
H 3.9223 1.0303 -3.5469 0.5789 0.1571 -0.0496
H 2.4161 1.1168 -3.4224 -0.4557 0.6507 -0.1184
```
Positions in Å, forces in eV/Å.

Calculated values
Relative energy (zero: lowest compared OMol25 entry of this formula, charge and spin) ... 0.74 kcal/mol
Charge ... +2
E ... -58632.48166 eV

These are the Mulliken partial charges, in e, on atoms 1 to 5:
1 Cd 0.189
2 O -0.663
3 H 0.444
4 H 0.331
5 O -0.602

***

Entry 2:
DFT (ωB97M-V/def2-TZVPD) results for a structure of composition CdI at a distorted geometry.

Structure (XYZ):
```
2
Properties=species:S:1:pos:R:3:forces:R:3
Cd 0.1648 -0.9583 -0.2992 2.7741 -16.1387 -5.0383
I -0.1648 0.9583 0.2992 -2.7741 16.1387 5.0383
```
Positions in Å, forces in eV/Å.

Calculated values
Relative energy (zero: lowest compared OMol25 entry of this formula, charge and spin) ... 71.86 kcal/mol
Charge ... +1
E ... -12653.61695 eV

Formally, the Mulliken partial charges of the atoms, in units of the elementary charge, are as follows:
1 Cd 0.808
2 I 0.192

***

Entry 3:
DFT (ωB97M-V/def2-TZVPD) results for a structure of composition Cl11O32Pb7S8Zn2 at a distorted geometry.

Structure (XYZ):
```
60
Properties=species:S:1:pos:R:3:forces:R:3
Pb -2.9282 -0.7398 3.3244 1.7832 1.0920 -2.4942
Pb 2.8132 -1.9345 0.9668 -1.5410 1.4952 1.1981
Pb -3.2168 0.6280 -3.1564 0.7845 -0.0856 0.0231
Pb -4.9073 3.5000 1.2517 3.3660 0.9497 -0.0906
Pb -0.1433 4.1111 2.0498 -0.6727 -1.8122 2.8486
Pb -2.0223 -3.0783 -0.6463 -0.1112 1.3729 -0.7739
Pb 1.4307 1.9284 -2.5652 -0.5474 0.9728 -0.5062
Zn 2.6322 -5.0451 2.9366 -0.6528 -1.5764 -0.7039
Zn 5.3296 0.1618 -5.1103 -1.8044 -0.0780 -1.4061
S 4.6203 -3.1559 3.5974 5.2925 2.2435 -0.0494
O 4.0259 -4.4122 4.0699 -0.0528 -2.1958 0.8484
O 4.3142 -3.1651 2.0746 0.6711 -0.5753 0.1784
O 3.9536 -2.0394 4.1433 -1.3013 1.7114 0.9603
O 6.1435 -3.0504 3.9087 -3.9318 -1.3186 -1.3949
S -3.9430 -0.4516 5.8824 4.5669 -4.1457 -0.3626
O -3.5136 -1.4100 6.9626 -0.6368 2.2651 -1.9200
O -4.9144 0.4711 6.1745 -3.9238 3.6123 2.2277
O -2.7554 0.3212 5.1660 -0.7887 -1.8525 2.4377
O -4.4587 -1.2999 4.6925 -0.6795 -0.5880 0.7682
S 7.7013 -0.5890 -5.7878 1.2800 2.9894 -5.8635
O 8.6726 0.5226 -5.5453 -1.6915 -1.0240 0.3703
O 6.5330 -0.0850 -6.9277 2.6579 -1.2559 3.7914
O 8.4777 -1.7115 -6.3373 -0.9951 -0.4842 0.5872
O 6.8451 -0.9009 -4.6311 0.1106 -0.8670 1.8808
S -2.7719 5.8029 2.3145 5.2086 2.8384 -2.6163
O -1.8475 5.2223 3.2989 -1.7289 -1.2666 1.2504
O -2.2260 7.1782 2.1852 -2.1744 0.2381 -0.0975
O -2.4663 5.1480 0.9398 -2.4227 -1.0729 1.7621
O -4.2104 5.7219 2.6210 -1.7901 -1.2266 -0.0344
S 1.6765 -7.9685 2.8214 1.5597 3.3861 -0.0575
O 2.2791 -9.1775 2.3026 1.7601 -1.3056 1.1767
O 2.4445 -6.7587 1.9914 -0.1956 -0.5923 2.3403
O 0.3592 -7.9227 2.3275 -4.0373 0.2939 -0.8084
O 1.6753 -7.6132 4.3023 1.2403 -0.9764 -2.0738
S -0.7353 1.0348 0.2060 -1.1134 3.7354 1.5263
O -1.9299 1.0440 -0.6889 1.0240 0.4076 0.3401
O -0.9664 1.8097 1.5559 0.7337 -1.9978 -4.3801
O -0.3910 -0.3066 0.5105 0.4695 -3.4897 0.1251
O 0.4670 1.7234 -0.5108 -0.9277 -0.6751 -0.2993
S -4.6366 -2.1761 -2.5731 0.2850 1.8054 1.2626
O -4.8282 -3.4349 -1.8598 1.1622 -1.7474 -0.5667
O -3.2211 -1.5494 -2.0185 -0.6548 -1.3896 -0.2308
O -4.4253 -2.2448 -4.0673 -1.1194 0.3368 2.9604
O -5.6386 -1.2691 -1.9293 1.0429 -0.0221 -2.6588
S -4.0321 3.3297 -2.4836 0.5594 0.3667 0.5894
O -4.0862 1.9427 -1.7953 -0.4483 -0.7637 0.7272
O -5.0956 3.9972 -1.7341 -1.1083 1.1005 0.4044
O -2.7399 3.9170 -2.3026 0.6495 0.2991 0.4874
O -4.2341 3.0455 -3.9056 -0.9497 -0.4158 -0.5033
Cl 1.7196 0.1669 2.4165 1.4231 -1.3099 -0.4962
Cl 9.5062 8.0015 -6.9881 0.3111 0.3878 -0.1844
Cl 0.7296 4.8221 0.0049 1.6811 1.4226 -3.3943
Cl 0.9581 -3.5616 2.5736 0.1807 0.2151 -0.3894
Cl 1.3143 4.7308 4.4504 0.5159 0.3471 0.4567
Cl 3.3046 -1.2541 -5.1492 0.5985 0.3414 0.2029
Cl -8.3844 3.5579 -6.5549 -0.5207 0.1155 -0.3694
Cl 0.0089 -3.2259 -2.1184 -0.4496 -0.0193 0.2438
Cl -3.0763 2.1229 3.1117 -2.2936 0.4857 -0.9084
Cl 0.3659 3.3800 -4.7647 0.3438 -0.8418 1.2018
Cl 4.4444 2.1881 -4.9837 0.0034 0.1444 0.4566
```
Positions in Å, forces in eV/Å.

Calculated values
Charge ... -9
E ... -423505.66045 eV

These are the Mulliken partial charges, in e, on atoms 1 to 5:
1 Pb 1.027
2 Pb 1.050
3 Pb 1.064
4 Pb 1.276
5 Pb 1.161